1.
100
Properties=species:S:1:pos:R:3 method="wB97M-V/def2-TZVPD" lumo_energy_ha=-0.090 homo_energy_ev=-8.93 multiplicity=1 charge=+1 gap_ev=6.48 total_energy_ha=-3102.423249 e_above_lowest_kj_mol=136.91
Ba 0.88 0.44 -0.36
C 1.63 -2.68 3.36
C 1.46 -1.92 4.49
C 0.99 -0.62 4.39
C 0.68 -0.13 3.13
N 0.85 -0.87 2.03
C 1.32 -2.12 2.13
C 0.15 1.32 2.97
C -0.52 1.95 4.00
C -0.89 3.27 3.83
C -0.60 3.93 2.65
C 0.02 3.24 1.62
N 0.40 1.96 1.82
C 0.36 3.89 0.26
C -0.24 5.09 -0.11
C 0.08 5.65 -1.34
C 0.98 5.00 -2.17
C 1.53 3.81 -1.73
N 1.24 3.28 -0.54
H 2.00 -3.70 3.40
H 1.71 -2.32 5.47
H 0.88 0.00 5.27
H 1.45 -2.66 1.20
H -0.76 1.41 4.91
H -1.39 3.81 4.63
H -0.86 4.98 2.53
H -0.95 5.58 0.53
H -0.37 6.58 -1.64
H 1.25 5.40 -3.14
H 2.24 3.26 -2.35
C 3.44 -0.98 -3.73
P 3.46 0.39 -2.54
C 4.44 1.62 -3.49
C 4.80 -0.15 -1.37
C 5.09 0.87 -0.26
P 3.79 0.86 1.07
C 4.12 2.44 1.94
C 4.56 -0.33 2.24
H 4.45 -1.26 -4.05
H 2.86 -0.71 -4.62
H 2.95 -1.85 -3.28
H 5.39 1.20 -3.83
H 4.67 2.51 -2.90
H 3.89 1.95 -4.37
H 5.70 -0.34 -1.97
H 4.52 -1.12 -0.93
H 5.15 1.88 -0.68
H 6.05 0.67 0.21
H 5.18 2.61 2.12
H 3.60 2.44 2.91
H 3.72 3.27 1.36
H 5.57 -0.03 2.50
H 4.59 -1.33 1.80
H 3.97 -0.40 3.15
O 1.41 -1.73 -1.17
C 0.28 -1.78 -1.71
C -0.41 -3.12 -1.57
C 0.07 -4.27 -2.17
C -0.67 -5.44 -2.13
C -1.90 -5.47 -1.47
C -2.37 -4.32 -0.85
C -1.64 -3.13 -0.89
P -2.20 -1.58 -0.04
C -3.96 -1.42 -0.50
C -5.01 -2.03 0.19
C -6.32 -1.88 -0.25
C -6.59 -1.12 -1.38
C -5.56 -0.51 -2.07
C -4.25 -0.66 -1.62
C -2.33 -2.08 1.72
C -1.95 -3.31 2.25
C -2.08 -3.58 3.61
C -2.60 -2.62 4.46
C -2.98 -1.38 3.95
C -2.83 -1.12 2.60
H 1.02 -4.24 -2.69
H -0.30 -6.34 -2.60
H -2.49 -6.37 -1.44
H -3.32 -4.34 -0.34
H -4.81 -2.62 1.07
H -7.12 -2.36 0.30
H -7.62 -1.01 -1.71
H -5.76 0.09 -2.95
H -3.45 -0.18 -2.17
H -1.55 -4.08 1.60
H -1.78 -4.54 3.99
H -2.72 -2.83 5.52
H -3.39 -0.62 4.60
H -3.13 -0.14 2.22
C -2.59 2.80 -4.39
N -2.04 2.68 -3.05
C -1.44 1.56 -2.60
N -1.31 0.49 -3.41
O -1.01 1.47 -1.43
H -2.98 3.80 -4.52
H -3.41 2.10 -4.56
H -1.82 2.64 -5.15
H -2.16 3.40 -2.37
H -1.62 0.48 -4.37
H -0.81 -0.31 -3.00

2.
114
Properties=species:S:1:pos:R:3 method="wB97M-V/def2-TZVPD" lumo_energy_ha=0.063 homo_energy_ev=-5.56 multiplicity=1 charge=-1 gap_ev=7.27 total_energy_ha=-4127.804447
Bi 0.02 0.58 -1.24
N -1.18 3.78 0.29
P 0.17 2.82 0.96
C 1.03 4.30 1.58
C 1.41 5.27 0.64
C 2.11 6.40 1.05
C 2.45 6.56 2.38
C 2.09 5.60 3.31
C 1.39 4.47 2.91
C -0.80 2.18 2.40
C -0.91 0.81 2.59
C -1.75 0.29 3.56
C -2.48 1.14 4.38
C -2.38 2.52 4.20
C -1.56 3.03 3.21
C -1.88 3.63 -0.87
C -2.69 4.70 -1.33
C -3.43 4.55 -2.47
C -3.37 3.35 -3.18
C -2.55 2.37 -2.69
N -1.84 2.47 -1.56
H -1.33 4.69 0.70
H 1.16 5.13 -0.40
H 2.40 7.14 0.31
H 3.00 7.44 2.70
H 2.37 5.71 4.35
H 1.14 3.70 3.63
H -0.38 0.11 1.96
H -1.83 -0.79 3.66
H -3.13 0.74 5.14
H -2.95 3.19 4.83
H -1.50 4.10 3.08
H -2.70 5.62 -0.77
H -4.04 5.37 -2.82
H -3.91 3.21 -4.11
H -2.41 1.44 -3.24
C -2.84 -1.34 -4.31
N -3.53 -1.28 -3.03
C -4.79 -1.98 -2.96
C -2.85 -0.93 -1.88
N -1.57 -1.19 -1.68
C -1.01 -2.37 -2.19
C -1.77 -3.53 -2.40
C -1.23 -4.64 -3.02
C 0.10 -4.62 -3.43
C 0.88 -3.52 -3.12
C 0.37 -2.43 -2.42
N 1.22 -1.42 -1.93
C 2.40 -1.79 -1.44
N 3.46 -0.97 -1.52
C 4.46 -0.90 -0.46
C 3.51 0.11 -2.49
N 2.62 -2.99 -0.82
C 1.55 -3.75 -0.18
C 3.82 -3.75 -1.06
N -3.55 -0.22 -0.96
C -3.06 -0.02 0.39
C -4.76 0.51 -1.27
H -2.63 -2.37 -4.61
H -1.90 -0.78 -4.25
H -3.47 -0.87 -5.06
H -4.67 -2.99 -3.34
H -5.56 -1.47 -3.55
H -5.12 -2.05 -1.93
H -2.79 -3.54 -2.04
H -1.84 -5.52 -3.17
H 0.52 -5.46 -3.96
H 1.93 -3.51 -3.40
H 4.16 -1.51 0.38
H 4.52 0.14 -0.13
H 5.44 -1.21 -0.82
H 2.88 -0.11 -3.34
H 4.54 0.23 -2.82
H 3.17 1.06 -2.05
H 0.71 -3.11 0.05
H 1.94 -4.16 0.75
H 1.21 -4.57 -0.82
H 4.51 -3.19 -1.69
H 3.56 -4.68 -1.59
H 4.32 -4.02 -0.13
H -2.23 -0.70 0.58
H -3.85 -0.25 1.10
H -2.76 1.02 0.52
H -4.91 0.57 -2.34
H -4.66 1.53 -0.88
H -5.63 0.04 -0.80
O 1.15 2.28 -2.35
S 0.67 1.97 -3.77
O -0.19 3.02 -4.27
O -0.19 0.71 -3.46
O 1.77 1.61 -4.63
F -2.26 -4.34 3.31
C -1.43 -4.31 2.24
F -0.17 -4.28 2.73
F -1.57 -5.48 1.61
C -1.75 -3.10 1.31
O -2.87 -3.16 0.78
O -0.85 -2.24 1.22
O 1.95 1.69 2.11
C 2.09 0.51 1.73
O 1.73 0.02 0.62
C 2.67 -0.47 2.72
C 2.09 -1.73 2.82
C 2.56 -2.65 3.74
C 3.64 -2.33 4.55
C 4.20 -1.07 4.43
C 3.73 -0.12 3.54
N 5.35 -0.73 5.29
O 5.71 -1.54 6.12
O 5.88 0.35 5.13
H 1.23 -1.96 2.20
H 2.08 -3.62 3.84
H 4.05 -3.03 5.27
H 4.17 0.87 3.50